Formula: C21H26ClF5N4O9
Source: the Open Molecules 2025 dataset
Level of theory: the ωB97M-V functional and the def2-TZVPD basis

Each atom is followed by the atoms it is bonded to, with distances in Å.
Positions of all 66 atoms, in Å:
1 C 0.347 2.439 -7.311  C2 1.671, H29 1.187, H30 1.170, H31 1.193
2 C -0.012 0.825 -7.552  C1 1.671, O3 1.350, O4 1.470
3 O 0.839 0.171 -8.370  C2 1.350
4 O -1.212 0.251 -6.926  C2 1.470, C5 1.472
5 C -0.893 -0.849 -6.000  O4 1.472, O6 1.335, C7 1.673
6 O 0.282 -1.469 -5.873  C5 1.335
7 C -2.172 -1.391 -5.067  C5 1.673, N8 1.510, H32 1.195, H33 1.194
8 N -2.645 -0.287 -4.153  C7 1.510, C9 1.375, C22 1.545
9 C -2.153 0.022 -2.907  N8 1.375, N10 1.511, N20 1.501
10 N -2.536 1.042 -1.860  C9 1.511, C11 1.523
11 C -1.724 1.004 -0.572  N10 1.523, C12 1.639, N16 1.513
12 C -1.836 1.881 0.807  C11 1.639, C13 1.639, H34 1.191, H35 1.189
13 C -1.110 3.350 0.762  C12 1.639, C14 1.673, C15 1.654, H36 1.175
14 C -1.511 4.098 2.204  C13 1.673, H37 1.171, H38 1.192, H39 1.171
15 C 0.538 3.216 0.761  C13 1.654, H40 1.180, H41 1.174, H42 1.182
16 N -0.754 -0.105 -0.917  C11 1.513, C17 1.516, N20 1.413
17 C 0.330 -0.511 0.062  N16 1.516, O18 1.335, O19 1.500
18 O 0.259 -1.493 0.964  C17 1.335
19 O 1.616 0.254 -0.040  C17 1.500
20 N -1.000 -0.632 -2.204  C9 1.501, N16 1.413, Cl21 1.707
21 Cl 0.110 -1.863 -2.613  N20 1.707
22 C -3.802 0.638 -4.593  N8 1.545, F23 1.480, F24 1.513, C25 1.652
23 F -4.226 0.444 -5.998  C22 1.480
24 F -3.406 2.096 -4.523  C22 1.513
25 C -5.160 0.448 -3.671  C22 1.652, F26 1.480, F27 1.481, F28 1.511
26 F -5.207 -0.814 -2.899  C25 1.480
27 F -5.331 1.684 -2.873  C25 1.481
28 F -6.334 0.395 -4.619  C25 1.511
29 H -0.634 3.051 -7.579  C1 1.187
30 H 0.766 2.661 -6.241  C1 1.170
31 H 1.142 2.753 -8.143  C1 1.193
32 H -1.902 -2.407 -4.499  C7 1.195
33 H -2.981 -1.748 -5.870  C7 1.194
34 H -2.976 2.036 1.112  C12 1.191
35 H -1.333 1.235 1.670  C12 1.189
36 H -1.511 4.011 -0.124  C13 1.175
37 H -0.679 4.876 2.473  C14 1.171
38 H -1.525 3.221 3.010  C14 1.192
39 H -2.594 4.543 2.182  C14 1.171
40 H 1.023 4.209 1.172  C15 1.180
41 H 0.937 2.951 -0.312  C15 1.174
42 H 0.806 2.369 1.540  C15 1.182
43 O 6.145 -2.649 3.856  C44 1.220
44 C 5.141 -2.454 3.192  O43 1.220, O45 1.365, C48 1.499
45 O 4.762 -1.234 2.710  C44 1.365, C46 1.427
46 C 3.489 -1.355 2.075  O45 1.427, C47 1.506, H49 1.095, H50 1.094
47 C 3.361 -2.813 1.718  C46 1.506, C48 1.508, H51 1.093, H52 1.097
48 C 4.125 -3.493 2.825  C44 1.499, C47 1.508, H53 1.094, H54 1.092
49 H 2.716 -1.030 2.779  C46 1.095
50 H 3.456 -0.714 1.190  C46 1.094
51 H 2.323 -3.146 1.634  C47 1.093
52 H 3.857 -3.005 0.758  C47 1.097
53 H 3.491 -3.695 3.693  C48 1.094
54 H 4.607 -4.409 2.476  C48 1.092
55 O -1.009 0.056 6.628  C56 1.220
56 C -0.024 -0.630 6.409  O55 1.220, O57 1.365, C60 1.499
57 O 0.886 -0.378 5.422  C56 1.365, C58 1.427
58 C 1.841 -1.437 5.384  O57 1.427, C59 1.506, H61 1.095, H62 1.094
59 C 1.785 -2.072 6.749  C58 1.506, C60 1.508, H63 1.093, H64 1.097
60 C 0.341 -1.885 7.142  C56 1.499, C59 1.508, H65 1.094, H66 1.092
61 H 1.557 -2.135 4.589  C58 1.095
62 H 2.832 -1.032 5.162  C58 1.094
63 H 2.107 -3.117 6.751  C59 1.093
64 H 2.429 -1.518 7.442  C59 1.097
65 H -0.287 -2.704 6.783  C60 1.094
66 H 0.233 -1.757 8.221  C60 1.092

E = -72680.9763 eV
multiplicity = 1
LUMO = -1.2935 eV
net charge = 0